This record from OMol25 describes a structure of composition C8H6 at a distorted geometry. The level of theory is wB97M-V/def2-TZVPD.

The geometry in XYZ format:
```
14
Properties=species:S:1:pos:R:3
C 1.966 0.597 -0.176
C 2.063 -0.627 0.141
C -0.151 -1.706 -0.581
C -1.065 -0.598 -0.730
C 1.035 1.624 -0.320
C -1.671 0.267 0.307
C 0.623 -1.068 0.541
C -0.238 0.286 0.413
H -0.033 -2.576 -1.232
H 0.858 2.456 0.525
H 0.616 1.968 -1.279
H -2.308 1.068 -0.114
H -2.206 -0.225 1.005
H 0.510 -1.469 1.499
```

## Properties
energy above the lowest of the compared OMol25 structures with the same formula, charge and spin: 161.9 kcal/mol
HOMO energy (alpha / beta): -8.277 / -8.278 eV
charge: 0
gap between HOMO and LUMO (alpha / beta): 7.9693 / 7.9710 eV


This record from OMol25 describes a structure of composition C8H6AlN2O4 at a distorted geometry. The level of theory is wB97M-V/def2-TZVPD.

The geometry in XYZ format:
```
21
Properties=species:S:1:pos:R:3
Al -1.519 -0.674 -0.480
O 3.055 -1.812 -3.771
C 2.137 -1.458 -3.117
C -2.398 -2.134 0.961
O -2.868 -3.031 1.526
C -2.319 0.949 -1.781
O -2.550 1.661 -2.664
C -1.611 -1.974 -2.071
O -1.973 -2.591 -2.979
C 2.132 -0.394 0.698
C 0.971 0.466 1.085
N -0.262 0.485 0.530
C -0.924 1.655 0.969
C -0.108 2.286 1.902
N 1.085 1.488 1.935
H 2.981 0.254 0.347
H 2.516 -1.032 1.553
H 1.858 -1.067 -0.149
H -1.833 1.969 0.525
H -0.319 3.184 2.448
H 1.949 1.771 2.534
```

## Properties
energy above the lowest of the compared OMol25 structures with the same formula, charge and spin: 0.0 kcal/mol
HOMO energy: -20.617 eV
charge: +3
gap between HOMO and LUMO: 5.8376 eV


This record from OMol25 describes a cluster of 2 separate species, C8H6Cl2N2O3 in total at a distorted geometry. The level of theory is wB97M-V/def2-TZVPD.

The geometry in XYZ format:
```
21
Properties=species:S:1:pos:R:3
C -2.577 -1.689 -1.672
C -1.906 -2.073 -0.557
C -2.114 -0.644 -2.450
C -0.910 -1.231 -0.033
C -1.137 0.260 -1.983
C -0.513 -0.122 -0.811
C 1.138 1.677 -0.440
C 2.581 1.397 1.593
N 0.449 0.721 -0.298
N 1.792 0.987 2.571
O 1.232 -0.281 2.537
O 1.810 2.599 -0.667
O 1.342 1.618 3.536
Cl 3.288 2.936 1.885
Cl 3.437 0.287 0.670
H -3.530 -2.323 -1.921
H -2.191 -2.871 0.019
H -2.692 -0.347 -3.425
H -0.340 -1.365 0.885
H -0.880 1.157 -2.620
H 1.722 -0.692 3.179
```

## Properties
energy above the lowest of the compared OMol25 structures with the same formula, charge and spin: 13.7 kcal/mol
HOMO energy: -8.957 eV
charge: 0
gap between HOMO and LUMO: 8.9200 eV


Among the records above, which one has the highest charge?
C8H6AlN2O4


Among the records above, which one has the highest energy above the lowest of the compared OMol25 structures with the same formula, charge and spin?
C8H6


Which value of energy above the lowest of the compared OMol25 structures with the same formula, charge and spin does entry 3 give?
13.7 kcal/mol